(1)
Here is an isolated molecule of C29H36ClN3O4 at a distorted geometry from the OMol25 dataset. Energies are from ωB97M-V with the def2-TZVPD basis set.

Geometry as XYZ:
```
73
Properties=species:S:1:pos:R:3:mulliken_charge:R:1
C -3.643 -1.395 0.386 -1.010
C -3.033 -1.544 -1.000 0.096
C -3.698 -2.672 -1.748 -1.542
N -1.627 -1.956 -0.972 0.817
N -1.419 -3.255 -1.142 -1.148
N -0.096 -3.391 -1.164 0.892
C 0.425 -4.768 -1.374 0.433
C -0.266 -5.392 -2.578 -1.296
C 0.135 -5.586 -0.125 -1.415
C 0.531 -2.192 -0.926 0.107
C 1.992 -2.153 -0.901 0.246
C 2.779 -1.961 0.261 -0.044
C 4.168 -2.143 0.202 -0.859
C 4.788 -2.492 -1.001 -0.440
C 4.022 -2.694 -2.155 -0.717
C 2.640 -2.528 -2.101 -0.492
C -0.475 -1.256 -0.790 0.036
C -0.514 0.247 -0.662 -0.948
H -4.703 -1.137 0.263 0.435
H -3.581 -2.343 0.938 0.313
H -3.166 -0.605 0.974 0.139
H -3.104 -0.595 -1.542 0.406
H -4.744 -2.421 -1.919 0.468
H -3.205 -2.835 -2.709 0.419
H -3.612 -3.600 -1.171 0.317
H 1.500 -4.695 -1.551 0.203
H -0.117 -6.478 -2.549 0.428
H -1.343 -5.189 -2.557 0.283
H 0.156 -5.023 -3.518 0.306
H 0.460 -6.623 -0.284 0.439
H 0.670 -5.177 0.741 0.349
H -0.945 -5.581 0.074 0.331
H 2.272 -1.726 1.203 0.385
H 4.770 -2.016 1.104 0.431
H 5.865 -2.624 -1.051 0.396
H 4.488 -2.983 -3.098 0.395
H 2.012 -2.710 -2.980 0.422
H 0.018 0.665 -1.526 0.534
H -1.571 0.562 -0.743 0.128
C -0.572 6.388 -2.192 -1.165
C 0.065 5.026 -2.194 -0.167
O -0.412 4.237 -1.097 -0.262
C 0.206 3.025 -0.995 0.051
C 0.080 2.413 0.320 -0.464
C 0.069 0.903 0.506 2.152
C -0.537 0.543 1.869 -0.202
C -0.273 -0.672 2.495 -0.206
C -0.586 -0.842 3.856 -0.084
Cl -0.072 -2.268 4.654 -0.283
C -1.286 0.147 4.561 -0.414
C -1.759 1.257 3.879 -1.211
C -1.409 1.454 2.508 0.387
C 0.245 3.295 1.435 0.200
O -0.300 3.155 2.561 -0.608
O 1.037 4.369 1.254 -0.248
C 1.186 5.254 2.424 -0.206
C 1.943 6.445 1.900 -1.119
O 0.827 2.544 -1.940 -0.766
H -0.272 6.866 -3.121 0.392
H -1.659 6.373 -2.152 0.304
H -0.196 6.999 -1.373 0.213
H -0.134 4.508 -3.140 0.264
H 1.150 5.120 -2.065 0.280
H 1.147 0.594 0.547 0.158
H 0.267 -1.470 1.985 0.139
H -1.497 -0.013 5.611 0.431
H -2.360 2.011 4.383 0.392
H -2.048 2.077 1.875 0.336
H 0.192 5.533 2.802 0.297
H 1.744 4.737 3.219 0.278
H 2.218 7.110 2.722 0.414
H 2.857 6.138 1.381 0.287
H 1.310 7.010 1.208 0.192
```

For the frontier orbital gap, the calculation gives 5.79 eV. The value obtained for the largest force on an atom is 0.0566 hartree/bohr. Its LUMO energy is -0.32 eV. The calculation puts the energy above the lowest of the compared OMol25 structures with the same formula, charge and spin at 0.00 kcal per mole.


(2)
Here is a 6-piece molecular cluster, C29H36F15NO14 overall from the OMol25 dataset. Energies are from ωB97M-V with the def2-TZVPD basis set.

Geometry as XYZ:
```
95
Properties=species:S:1:pos:R:3:mulliken_charge:R:1
C 2.395 -0.401 0.703 -1.565
C 2.298 -1.673 -0.114 0.663
O 1.729 -1.391 -1.392 -0.437
C 1.511 -2.796 0.545 -0.698
O 0.215 -2.361 0.978 -0.082
C 0.085 -1.972 2.245 0.465
O 0.888 -2.092 3.116 -0.587
O -1.139 -1.422 2.472 -0.413
C -1.805 -0.958 1.316 0.836
C -2.793 -1.742 0.741 -0.402
C -3.381 -1.243 -0.416 -0.717
C -2.943 -0.011 -0.915 -0.618
N -2.011 0.742 -0.330 -0.462
C -1.449 0.271 0.784 -0.345
H 2.881 0.363 0.096 0.417
H 2.970 -0.522 1.619 0.425
H 1.407 -0.021 0.967 0.221
H 3.296 -2.079 -0.292 0.246
H 1.086 -0.681 -1.293 0.243
H 2.068 -3.285 1.342 0.484
H 1.325 -3.539 -0.229 0.187
H -3.075 -2.689 1.181 0.533
H -4.159 -1.792 -0.929 0.479
H -3.383 0.373 -1.825 0.595
H -0.703 0.889 1.272 0.526
C 3.582 -1.862 -3.903 -1.063
C 4.212 -0.489 -3.919 0.085
O 5.636 -0.567 -3.670 -0.359
C 6.396 -0.853 -4.709 0.296
O 6.057 -1.048 -5.838 -0.522
C 7.879 -0.865 -4.274 0.918
F 8.043 -1.514 -3.116 -0.235
F 8.310 0.393 -4.115 -0.256
F 8.627 -1.456 -5.199 -0.246
H 3.800 -2.367 -2.962 0.177
H 2.503 -1.776 -4.002 0.325
H 3.965 -2.480 -4.715 0.447
H 3.818 0.124 -3.112 0.079
H 4.035 0.030 -4.859 0.338
C -2.456 1.346 4.314 -0.546
C -3.283 0.456 5.211 -0.311
O -4.318 1.212 5.884 -0.329
C -5.410 1.449 5.186 0.390
O -5.652 1.116 4.062 -0.551
C -6.424 2.233 6.051 0.874
F -5.829 3.218 6.726 -0.258
F -7.000 1.403 6.927 -0.266
F -7.370 2.759 5.278 -0.247
H -2.043 2.185 4.875 0.388
H -1.640 0.774 3.876 0.184
H -3.062 1.756 3.505 -0.027
H -2.682 0.030 6.010 0.363
H -3.737 -0.364 4.656 0.301
C 6.682 -5.201 1.179 -1.023
C 6.470 -6.053 -0.051 -0.232
O 5.192 -6.731 -0.004 -0.343
C 4.147 -6.025 -0.390 0.367
O 4.128 -4.892 -0.773 -0.503
C 2.869 -6.892 -0.318 0.899
F 2.810 -7.585 0.820 -0.264
F 2.842 -7.752 -1.341 -0.270
F 1.806 -6.099 -0.397 -0.192
H 6.582 -5.803 2.082 0.316
H 7.679 -4.764 1.157 0.377
H 5.953 -4.392 1.226 0.228
H 7.203 -6.854 -0.109 0.322
H 6.530 -5.465 -0.966 0.318
C -7.040 3.835 2.390 -1.014
C -6.051 2.809 1.887 0.082
O -6.094 2.701 0.443 -0.368
C -5.404 3.599 -0.234 0.363
O -4.751 4.505 0.191 -0.545
C -5.481 3.266 -1.740 0.809
F -6.724 2.968 -2.122 -0.270
F -4.699 2.203 -1.981 -0.193
F -5.044 4.287 -2.470 -0.248
H -8.045 3.598 2.040 0.319
H -7.041 3.838 3.479 0.198
H -6.784 4.834 2.040 0.331
H -6.293 1.814 2.248 0.401
H -5.033 3.042 2.196 0.175
C -0.988 6.292 -2.588 -1.191
C -1.182 4.913 -3.174 -0.055
O 0.073 4.196 -3.258 -0.328
C 0.467 3.604 -2.144 0.240
O -0.082 3.610 -1.085 -0.508
C 1.775 2.829 -2.415 1.054
F 2.625 3.551 -3.147 -0.271
F 1.506 1.694 -3.083 -0.270
F 2.383 2.500 -1.277 -0.224
H -0.248 6.851 -3.162 0.320
H -1.932 6.836 -2.608 0.399
H -0.647 6.233 -1.555 0.309
H -1.537 4.966 -4.201 0.336
H -1.892 4.325 -2.595 0.205
```

For the frontier orbital gap, the calculation gives 10.45 eV. The value obtained for the largest force on an atom is 0.0135 hartree/bohr. As for the SMILES: C[C@H](O)COC(=O)Oc1cccnc1.CCOC(=O)C(F)(F)F.CCOC(=O)C(F)(F)F.CCOC(=O)C(F)(F)F.CCOC(=O)C(F)(F)F.CCOC(=O)C(F)(F)F. Its LUMO energy is 0.51 eV.


(3)
Here is C29H36F5GeN3O3OsSSe2 as an isolated structure at a distorted geometry from the OMol25 dataset. Energies are from ωB97M-V with the def2-TZVPD basis set.

Geometry as XYZ:
```
81
Properties=species:S:1:pos:R:3:mulliken_spin:R:1
Os 0.012 -0.674 -0.159 2.485
O -2.283 2.373 1.286 0.034
C -1.672 1.583 0.627 0.018
N -0.526 0.872 0.976 -0.008
C 0.002 0.880 2.262 -0.006
O -0.477 1.339 3.261 0.022
C 1.331 0.152 2.283 0.054
C 2.230 0.358 3.309 -0.007
C 3.437 -0.325 3.283 0.016
C 3.683 -1.211 2.242 -0.011
C 2.729 -1.373 1.255 0.024
N 1.576 -0.693 1.261 -0.095
C -2.041 1.267 -0.809 0.032
C -3.023 1.997 -1.447 -0.011
C -3.277 1.752 -2.789 0.024
C -2.539 0.770 -3.438 -0.016
C -1.589 0.062 -2.729 0.010
N -1.337 0.298 -1.434 -0.084
H 1.963 1.040 4.105 0.000
H 4.170 -0.178 4.065 0.000
H 4.605 -1.773 2.194 0.000
H 2.883 -2.079 0.449 0.007
H -3.554 2.746 -0.876 0.000
H -4.030 2.321 -3.318 0.000
H -2.706 0.545 -4.482 0.000
H -1.018 -0.725 -3.205 0.028
C -2.101 -4.972 1.332 -0.002
C -1.706 -4.994 2.809 -0.003
C -0.496 -4.137 3.172 0.006
S -0.613 -2.319 3.025 0.026
O -0.915 -2.043 1.563 0.188
C -2.123 -1.918 3.977 0.005
C -3.432 -1.949 3.192 0.001
C -3.642 -0.719 2.310 0.034
H -2.959 -5.624 1.167 0.001
H -1.277 -5.338 0.713 0.002
H -2.360 -3.970 1.004 0.000
H -1.437 -6.019 3.077 0.000
H -2.556 -4.728 3.440 0.000
H 0.358 -4.375 2.534 0.002
H -0.208 -4.291 4.215 0.002
H -1.930 -0.918 4.369 0.001
H -2.112 -2.626 4.808 0.001
H -4.237 -1.995 3.928 0.000
H -3.495 -2.856 2.590 -0.001
H -3.553 0.198 2.896 0.000
H -4.632 -0.740 1.857 0.000
H -2.908 -0.691 1.505 0.006
C 1.488 -1.301 -5.246 -0.001
Ge 2.710 0.227 -5.201 -0.002
C 1.724 1.922 -5.351 0.000
C 4.180 0.016 -6.473 0.000
C 3.672 0.161 -3.369 0.010
Se 2.771 0.726 -1.793 0.091
C 2.812 2.638 -2.096 0.002
H 0.900 -1.268 -6.165 0.000
H 0.810 -1.292 -4.395 -0.008
H 2.045 -2.236 -5.232 -0.002
H 1.201 1.916 -6.308 0.000
H 2.395 2.781 -5.351 0.000
H 0.981 2.038 -4.561 0.000
H 3.756 -0.063 -7.474 0.000
H 4.738 -0.896 -6.264 0.000
H 4.863 0.864 -6.454 0.000
H 4.562 0.785 -3.472 0.006
H 3.965 -0.879 -3.213 -0.002
H 2.328 2.861 -3.044 -0.001
H 3.851 2.963 -2.117 0.004
H 2.290 3.123 -1.275 0.000
F -3.871 -5.171 -4.245 -0.006
C -2.860 -4.621 -3.608 0.026
C -3.102 -3.776 -2.533 0.233
F -4.344 -3.541 -2.136 0.046
C -2.037 -3.178 -1.890 0.159
F -2.287 -2.355 -0.861 0.035
C -0.720 -3.403 -2.282 -0.007
Se 0.763 -2.583 -1.419 0.061
C -0.505 -4.290 -3.334 0.206
F 0.744 -4.565 -3.700 0.049
C -1.556 -4.885 -4.008 0.259
F -1.329 -5.696 -5.026 0.058
```

Its net charge is +2. For the frontier orbital gap (alpha / beta), the calculation gives 6.46 / 1.80 eV. The value obtained for the largest force on an atom is 0.0659 hartree/bohr. Its LUMO energy (alpha / beta) is -6.04 / -10.67 eV. The calculation puts the energy above the lowest of the compared OMol25 structures with the same formula, charge and spin at 53.17 kcal per mole. As for the spin multiplicity: 5.


Which of these has the highest largest force on an atom? C29H36F5GeN3O3OsSSe2


Which of these has the lowest largest force on an atom? C29H36F15NO14


Which of these has the highest largest force on an atom? C29H36F5GeN3O3OsSSe2